Record 1
A 4-piece molecular cluster, C15H38O10Si3 overall, computed with ωB97M-V with the def2-TZVPD basis set.

Output
molar mass	462.72	g/mol
charge	0
gap between HOMO and LUMO	0.363	hartree
SMILES	C[Si](C)(C)[SiH2]O[SiH3].CCOC(=O)OC.CCOC(=O)OC.CCOC(=O)OC
strongest force on any atom	0.56	eV Å⁻¹
spin multiplicity	1
LUMO level	0.630	eV

Cartesian coordinates (Å):
O -6.307 3.363 2.139
C -3.399 1.291 1.250
O 6.081 -1.780 -0.535
H 5.391 -0.184 0.469
H -6.250 1.005 3.108
C 7.461 0.178 -0.062
H 2.322 -0.719 -3.031
H -0.863 3.142 1.493
H 7.239 0.576 -1.053
C 6.902 -2.826 -0.469
H 6.878 -5.526 -2.195
H 8.369 -4.651 -1.736
C 2.478 1.305 -2.298
H -3.368 1.594 4.811
C 3.066 -0.055 -2.591
C -5.157 -2.432 -4.117
H 3.457 -0.504 -1.679
C -2.519 1.769 4.148
O 1.335 1.193 -1.417
H 1.114 -0.233 2.181
C 7.345 -4.890 -1.450
O 0.482 0.903 0.547
O 6.548 -3.699 -1.416
Si -4.968 3.940 2.950
O 7.809 -2.974 0.313
H -0.390 0.722 2.334
C -0.978 -1.475 -1.132
H -2.032 4.397 1.126
H -4.475 -1.634 -4.406
H -1.333 -0.612 -0.577
H 2.081 1.785 -3.189
C 0.629 0.717 1.960
H -1.257 4.363 2.702
C -5.289 -2.500 -2.613
H -0.588 -1.135 -2.091
H -8.405 2.000 2.678
H 3.209 1.961 -1.826
H -0.214 -2.010 -0.575
H -4.795 -3.381 -4.513
Si -7.022 1.872 2.178
H -2.054 0.797 3.968
H -7.027 1.261 0.835
C -3.151 -1.904 -1.845
H -4.768 5.341 2.510
O -2.038 -2.423 -1.325
H -5.604 -1.543 -2.197
H -1.796 2.378 4.695
H -5.285 3.966 4.404
H 1.211 1.527 2.395
H -6.133 -2.227 -4.559
H -2.460 0.975 0.790
H 7.569 1.017 0.627
H -4.044 1.638 0.440
O 2.729 1.036 0.366
O -3.298 -0.755 -2.182
H -3.869 0.413 1.693
O -4.043 -2.885 -1.992
H -5.985 -3.277 -2.303
C 6.339 -0.717 0.412
H 8.403 -0.367 -0.093
H 3.892 0.047 -3.296
Si -3.047 2.607 2.544
C -1.678 3.732 1.916
C 1.627 1.044 -0.127
H 7.353 -5.371 -0.474
H 6.565 -1.164 1.380

---

Record 2
C15H39BBr3Ca2FN2O7 as an isolated structure, computed with ωB97M-V with the def2-TZVPD basis set.

Output
molar mass	709.16	g/mol
charge	0
gap between HOMO and LUMO	0.056	hartree
strongest force on any atom	6.06	eV Å⁻¹
spin multiplicity	1
LUMO level	-4.986	eV

Cartesian coordinates (Å):
C -2.008 0.782 4.454
H -6.065 -3.496 4.338
H -7.862 -2.459 5.704
H -3.375 2.397 1.847
C -4.188 -4.461 5.497
O 3.176 3.690 -9.737
C 3.816 1.632 -3.903
H 2.355 -0.003 -4.482
Br 1.749 -2.965 -2.590
O 5.291 1.558 -8.261
H 3.994 -3.405 -1.157
N 1.872 3.191 -4.227
C 2.654 0.676 -3.702
H -0.013 0.399 4.625
H -6.686 -5.368 8.199
C 3.737 4.164 -2.583
C -6.620 -4.305 7.975
H -2.101 2.477 0.618
C -3.244 0.035 3.963
H 5.258 -0.822 -5.538
O 4.327 5.934 -3.989
O -1.403 2.227 2.519
C -2.409 1.988 1.542
Br 3.948 -2.913 -3.918
O 4.041 -2.699 -0.503
Ca 2.756 3.418 0.570
H -7.185 -3.751 8.733
H -3.884 -4.583 4.452
H 1.835 3.928 -4.922
H 5.942 -1.628 -6.963
C 3.516 5.536 -3.216
H -5.571 -4.003 8.008
H -2.782 2.770 3.969
C 5.139 -1.652 -6.228
O -7.185 -4.096 6.693
H 0.886 0.682 -2.594
N -0.823 -0.046 4.201
H 4.675 1.395 -3.269
H -6.704 -2.098 6.993
H 2.486 0.795 -1.635
H 2.626 6.102 -2.900
H -4.121 0.685 3.964
H -3.118 -0.365 2.957
H 1.101 3.295 -3.579
B 3.136 3.037 -3.580
H -4.993 -5.163 5.727
C 1.975 0.739 -2.562
H 3.812 3.135 -9.256
H 5.182 1.993 -7.411
Br 3.514 -1.301 -7.238
H 6.092 -3.244 -5.162
H -3.335 -4.683 6.136
H -2.503 0.921 1.334
H 4.726 -3.786 -6.156
H 4.795 4.059 -2.348
H -2.110 0.900 5.537
Ca 2.795 0.282 -0.194
H 3.171 4.089 -1.636
H -5.742 -1.800 4.725
H 4.076 1.582 -4.958
C -1.857 2.190 3.862
H -3.455 -0.812 4.616
C -6.937 -2.796 6.184
O -4.577 -3.120 5.742
H -0.633 -0.003 3.204
H 4.971 0.661 -8.113
H -1.091 2.715 4.440
C -5.831 -2.805 5.153
C 5.101 -2.981 -5.532
F -0.113 1.555 -4.437

---

Record 3
C15H39ClFeI2P3 as an isolated structure, computed with ωB97M-V with the def2-TZVPD basis set.

Output
molar mass	657.51	g/mol
⟨S²⟩	8.87
charge	+2
gap between HOMO and LUMO (alpha / beta)	0.260 / 0.165	hartree
strongest force on any atom	2.18	eV Å⁻¹
spin multiplicity	6
LUMO level (alpha / beta)	-7.795 / -10.968	eV

Cartesian coordinates (Å):
C -2.761 -1.874 0.589
C -1.121 -2.754 2.278
H 1.537 2.414 1.588
H -1.880 -2.481 -3.395
H -0.738 -2.501 0.200
H 3.899 3.378 -1.349
C 1.906 -1.879 1.156
C -2.370 1.712 1.073
H 0.714 0.306 3.634
H 0.174 -0.457 -4.713
C -1.339 0.916 1.868
P -0.974 -0.421 -2.614
H -1.532 -2.209 3.134
H -3.320 -1.065 1.080
C 1.971 2.895 0.697
H -0.105 -2.553 -3.236
H -2.492 1.234 3.654
H 2.144 -0.719 3.638
C 3.935 0.900 0.081
H -0.098 -3.072 2.500
H 2.930 3.379 0.924
I 1.686 2.420 -4.935
C -2.705 0.158 -2.406
H -3.090 -0.052 -1.397
C -1.271 -1.953 0.988
H -2.716 1.243 -2.612
H -1.131 -2.745 -1.784
H 1.831 0.243 1.482
H 2.879 -2.001 1.647
C -2.049 0.371 3.122
H -1.589 -0.454 -4.947
H -3.197 1.070 0.749
C 1.219 -0.632 1.730
H -2.886 -0.291 2.862
H -1.693 -3.680 2.187
C -1.031 -2.229 -2.745
C 1.128 -0.630 3.236
H 2.082 -1.786 0.074
H -0.504 1.593 2.169
H 4.390 0.270 -0.694
H -3.321 -0.364 -3.164
H 3.692 2.111 -2.607
H -2.777 2.527 1.693
I 2.228 -0.732 -2.635
P 2.447 1.681 -0.587
H 1.250 3.591 0.243
P -0.366 -0.293 0.826
H 1.355 -2.815 1.310
H 2.429 3.340 -2.353
H -1.378 -0.135 3.833
Cl -0.484 2.472 -1.482
Fe 0.550 0.624 -1.358
H -3.257 -2.814 0.869
H 4.584 1.757 0.309
C -0.767 -0.030 -4.357
C 3.182 2.718 -1.855
H 3.756 0.301 0.986
H 0.552 -1.478 3.610
H -2.879 -1.765 -0.500
H -0.735 1.057 -4.495
H -1.896 2.180 0.200

---

Record 4
C15H39FN7O8P2Ti as an isolated structure, computed with ωB97M-V with the def2-TZVPD basis set.

Output
molar mass	574.33	g/mol
⟨S²⟩	3.76
relative energy (zero: lowest compared OMol25 entry of this formula, charge and spin)	373.0	kcal/mol
charge	0
gap between HOMO and LUMO (alpha / beta)	0.196 / 0.275	hartree
strongest force on any atom	14.89	eV Å⁻¹
spin multiplicity	4
LUMO level (alpha / beta)	-0.104 / -0.421	eV

Cartesian coordinates (Å):
H -2.623 2.173 -3.300
H 1.519 -1.442 -2.141
C -0.684 -2.764 2.229
C -2.419 -1.153 -2.987
H 3.640 -0.475 0.202
O 2.920 1.049 0.776
H -2.354 -0.997 2.159
C -3.031 -0.708 1.355
C 1.455 -5.021 0.629
O 0.896 1.221 1.275
C -0.673 0.454 -2.106
H -1.467 1.026 2.219
C -3.370 2.664 -2.677
H -4.008 -0.417 1.743
C -1.449 1.166 1.138
H 4.262 -4.170 1.866
H 2.085 -3.123 -1.960
H 1.568 -5.974 1.147
H -1.488 -3.020 1.539
H -1.517 2.214 0.845
H -0.145 -0.295 -1.516
O 1.424 1.476 -0.701
O 2.607 -1.406 2.414
N 1.765 1.212 0.412
N 0.178 -1.903 1.503
N -2.053 0.011 -2.105
H -3.604 3.219 0.607
C -0.265 -0.478 1.210
N 2.340 -1.823 -0.238
O 1.792 5.691 -0.575
H -1.491 -1.700 -3.157
C 3.278 -4.516 2.183
H -0.017 -0.252 0.173
P 1.963 -2.231 1.422
O -4.549 -0.015 -1.070
C 3.564 -1.205 -0.604
P -3.215 0.617 -0.968
H -4.399 2.420 -2.939
C 1.067 5.638 0.520
H 4.403 -1.901 -0.635
H -1.330 -0.303 1.366
H 0.471 -4.686 0.301
H 3.468 4.673 -1.132
H 3.414 -5.591 2.066
N 2.167 -3.941 1.514
H -4.311 4.132 -0.667
C 2.412 3.844 0.600
N -3.238 2.287 -1.226
H 0.333 0.194 1.826
C -4.066 3.111 -0.375
H -0.588 1.505 -1.828
H 2.191 2.787 0.752
H -0.455 0.911 0.768
H -0.164 -3.698 2.441
O 0.151 6.438 0.825
H -3.306 -1.701 -2.669
H -5.059 2.674 -0.269
H -1.070 -2.286 3.130
H -2.631 -0.628 -3.918
C 1.610 -2.283 -1.454
H 1.955 3.738 -1.389
C 2.471 4.453 -0.749
H 1.730 -5.076 -0.424
H 0.628 -2.610 -1.111
N -2.540 0.395 0.527
H 3.535 -0.707 -1.573
O 1.603 4.642 1.344
H 3.233 -4.068 3.176
H -0.238 0.318 -3.096
F 3.567 3.975 1.157
H -3.111 -1.634 0.786
Ti 2.435 0.166 2.356
H -3.173 3.704 -2.940

---

Record 5
C15H40Br3ClN9O20Y as an isolated structure, computed with ωB97M-V with the def2-TZVPD basis set.

Output
molar mass	1030.60	g/mol
charge	0
gap between HOMO and LUMO	0.293	hartree
strongest force on any atom	5.59	eV Å⁻¹
spin multiplicity	1
LUMO level	-0.724	eV

Cartesian coordinates (Å):
O 0.750 2.877 3.324
N 4.167 0.859 -1.608
O -0.972 1.114 -3.805
O -2.585 0.367 0.416
H -4.468 -0.040 -1.570
C -3.222 -3.045 1.904
C -0.581 -4.474 0.320
H -5.447 2.069 0.441
C 0.280 -3.456 0.965
N 1.161 -0.333 4.246
N 0.209 1.205 -3.625
O -2.151 -1.308 3.090
H 0.372 -3.727 2.002
H 1.500 -1.904 5.528
H 5.362 2.069 -2.697
C 0.707 -1.159 5.367
O -2.420 4.745 -0.422
H 3.059 -0.653 1.559
N 4.082 4.001 1.079
H -2.695 -2.884 0.958
H 5.026 2.444 1.990
H -3.437 -2.341 -3.672
H -4.118 -2.488 1.950
O 2.453 -2.455 2.991
H -1.671 -2.539 -3.775
H -0.223 -1.661 5.073
C 4.309 2.021 -2.464
H 1.298 -0.022 -2.282
H -2.580 3.096 -2.195
H -0.093 -5.437 0.398
N -2.094 4.996 -1.559
O -1.438 -1.419 -1.370
C -4.779 1.285 0.823
C -1.731 3.769 -2.318
O -0.124 -2.174 0.884
Cl 0.862 1.307 -0.267
H 3.968 2.850 -1.848
C -2.477 -1.947 -3.345
O 0.875 2.275 -3.639
C 3.776 -1.416 1.366
H 3.795 -1.639 0.337
O -2.184 6.081 -2.083
O -1.763 -3.363 3.660
N -2.340 -2.101 -1.846
O 2.944 4.439 0.835
N -2.290 -2.563 2.917
H 3.265 2.271 1.996
H 0.242 -0.959 -3.363
H 0.347 4.342 1.181
O 4.280 1.051 -0.439
H -1.488 3.999 -3.336
H -3.398 -4.123 2.092
H -3.147 2.360 -0.092
H 1.753 -0.283 -4.054
O 4.012 -3.583 2.052
H -3.076 0.908 -2.130
O 5.068 4.318 0.535
H 1.262 -3.641 0.456
C -3.927 0.941 -1.472
Y -0.736 -0.264 1.188
H -1.341 4.701 1.799
N 3.329 -2.587 2.184
H -0.654 -4.159 -0.735
O -1.073 2.296 2.218
H 3.749 1.882 -3.389
H -1.577 -4.527 0.673
Br -0.944 -5.535 -3.737
H 4.111 3.576 3.057
C -0.312 4.463 2.073
O 4.051 -0.218 -2.163
O 2.180 0.260 4.394
O 0.482 -0.308 3.226
H 1.202 -5.668 -5.017
H -0.859 3.406 -1.809
H -4.556 1.700 -1.954
N -0.221 3.109 2.616
Br 1.850 -4.050 -3.155
H 0.700 -0.590 6.329
O -2.965 -2.881 -1.266
C -3.500 1.275 -0.019
C 4.100 2.989 2.140
H 0.154 5.070 2.866
H 4.826 -1.291 1.610
H -4.532 1.504 1.893
C 0.663 -4.845 -4.531
H -5.252 0.324 0.819
Br 0.221 -3.556 -5.867
H -2.292 -0.914 -3.608
C 0.927 -0.087 -3.289

---

Record 6
C15H40BrN2O8P3 as an isolated structure, computed with ωB97M-V with the def2-TZVPD basis set.

Output
molar mass	549.32	g/mol
charge	0
gap between HOMO and LUMO	0.268	hartree
strongest force on any atom	7.31	eV Å⁻¹
spin multiplicity	1
LUMO level	-0.028	eV

Cartesian coordinates (Å):
H 1.721 -4.918 -8.455
N 0.526 -3.089 2.986
C -2.643 7.757 3.149
C -0.876 4.284 6.691
H 3.731 -0.752 4.444
H -2.452 3.813 0.132
H -0.226 -2.869 -2.065
C 1.063 -1.568 -3.217
C 1.331 -4.343 -7.614
H 3.519 0.613 3.391
C -0.971 3.338 5.508
O 0.546 4.015 2.856
C 2.100 -1.088 1.400
C 3.216 -1.316 2.417
C 1.850 -4.896 -6.308
H -0.741 8.356 3.925
H 4.164 -1.140 1.906
H -1.042 -0.796 3.331
H -0.005 2.864 5.308
H -1.240 5.953 0.272
O -0.560 -3.167 -4.099
H -0.950 -7.054 -6.346
P -0.429 4.943 3.482
H -3.181 -6.116 -5.886
H -0.964 3.705 -0.824
H -2.862 -6.099 -4.160
H 0.244 -4.367 -7.647
O -0.684 -5.249 -5.444
H -2.818 8.682 2.599
C -1.163 7.532 3.347
H 3.250 -2.364 2.719
C -2.635 -6.622 -5.089
H -1.071 2.941 0.772
C -0.869 5.088 0.830
H 1.905 -2.264 -3.200
H 1.632 -3.301 -7.728
H -1.065 -1.584 -2.930
O -1.442 4.004 4.334
H -3.148 7.818 4.113
C -0.247 -2.299 -2.998
H 2.939 -4.831 -6.287
H 2.097 -0.283 3.966
H -1.816 4.818 6.830
O -0.204 -5.418 -3.080
H -0.640 3.736 7.604
H -3.096 6.933 2.602
H -2.999 -7.648 -5.013
H 1.219 -0.825 -2.439
H -1.690 2.548 5.722
H 0.219 5.140 0.817
C -1.363 3.812 0.186
P 0.417 -1.813 1.842
H 0.792 -2.811 3.931
H -0.097 5.034 6.531
C -1.150 -6.596 -5.372
O -1.379 5.204 2.159
O 1.355 -4.085 -5.224
H -0.626 7.492 2.401
Br 2.636 -2.021 -0.246
O -0.971 6.329 4.121
N -0.610 -0.566 2.444
P 0.194 -4.584 -4.230
C 3.127 -0.378 3.617
H -0.597 -7.168 -4.628
H -0.168 0.346 2.472
H 1.187 -3.760 2.613
H 2.054 -0.035 1.126
H 1.071 -1.074 -4.190
H 1.586 -5.945 -6.177

---

Record 7
C15H40Li3N2O5 as an isolated structure, computed with ωB97M-V with the def2-TZVPD basis set.

Output
molar mass	349.32	g/mol
⟨S²⟩	0.75
charge	-2
gap between HOMO and LUMO (alpha / beta)	0.034 / 0.205	hartree
strongest force on any atom	5.29	eV Å⁻¹
spin multiplicity	2
LUMO level (alpha / beta)	3.591 / 4.196	eV

Cartesian coordinates (Å):
O -0.416 -3.078 1.590
C -1.010 2.346 -1.766
H 1.868 0.053 2.124
H 3.196 -1.225 -2.714
H 2.206 1.549 4.859
Li -1.889 -0.645 -0.636
H -2.388 -1.834 -4.431
C -2.914 -1.364 -3.600
O 2.585 4.062 4.728
C 3.639 0.658 1.255
H 2.312 3.624 1.913
H -0.752 0.670 1.392
C -2.466 2.087 -2.197
H 3.532 -4.432 2.200
H -3.582 0.670 -3.958
H -4.420 -0.602 -1.712
H 1.056 4.844 2.474
H 2.620 -2.183 2.729
O -3.021 -2.099 0.526
H -3.964 -1.536 -3.839
H 4.135 -2.083 1.890
H -0.905 2.210 -0.690
H 0.868 1.457 3.681
H -2.878 -2.030 -2.738
H 4.313 0.706 0.399
C 1.817 3.364 4.014
H -0.170 -2.695 -1.838
H 1.892 -4.212 1.565
C 3.092 -2.372 1.765
H 1.690 0.480 0.393
C 3.240 -1.666 -0.528
H -5.063 2.373 -1.682
N -2.809 0.653 -2.093
H -1.863 0.546 -3.932
H -2.611 2.473 -3.207
H 0.689 3.179 2.273
C -2.762 0.178 -3.436
C -5.296 1.344 -1.956
C 1.488 3.850 2.590
H 0.634 2.219 5.252
O -0.531 -2.022 -1.228
H 4.164 0.440 2.185
H 3.391 -4.074 0.497
H -0.399 1.689 -2.386
C 1.348 2.074 4.441
N 2.499 -1.511 0.713
H 0.119 -3.864 1.812
H 1.694 -0.963 -1.833
H 2.935 0.192 -1.600
Li 0.484 -1.618 0.448
H -6.194 1.119 -1.381
O -0.892 -0.189 0.947
C 2.930 -3.894 1.468
H -0.689 3.353 -2.033
Li -1.715 -1.698 2.116
H -3.893 -2.245 0.108
C 2.256 -0.105 1.118
H -3.980 0.563 -0.404
C 2.779 -0.874 -1.770
H -5.570 1.378 -3.010
H 4.291 -1.417 -0.380
H 3.354 1.698 1.414
C -4.143 0.425 -1.473
H -3.081 2.686 -1.525
H 3.149 -2.685 -0.903